Record 1
The following is a DFT calculation (the ωB97M-V functional and the def2-TZVPD basis) of a molecular structure, C46H49FeN3O4S5Sb2.

## Properties
Lowest unoccupied orbital energy (alpha / beta), eV: 2.344 / 1.275
⟨S²⟩: 8.77
E, eV: -162801.65662
Frontier orbital gap (alpha / beta), eV: 6.68 / 5.89

The geometry in ORCA input format:
```
! RIJCOSX wB97M-V def2-TZVPD def2/J DEFGRID3
* xyz -1 6
Fe -0.396 1.926 0.795
S -2.322 2.037 2.372
S -1.710 2.749 4.134
S 0.300 2.391 4.424
S 1.141 1.639 2.811
C 0.379 -2.715 1.572
C 0.380 -3.390 0.181
C -0.961 -3.566 -0.540
Sb -1.863 -1.744 -1.345
C -2.078 -2.543 -3.346
C -3.277 -2.483 -4.056
C -3.351 -2.911 -5.376
C -2.221 -3.405 -6.016
C -1.015 -3.458 -5.328
C -0.948 -3.025 -4.009
C -3.872 -2.300 -0.783
C -4.681 -1.359 -0.145
C -5.968 -1.688 0.272
C -6.461 -2.968 0.058
C -5.668 -3.915 -0.580
C -4.386 -3.580 -0.997
Sb -1.465 -1.802 2.225
C -2.334 -3.641 2.958
C -3.590 -4.039 2.503
C -4.171 -5.221 2.952
C -3.503 -6.019 3.869
C -2.254 -5.630 4.338
C -1.677 -4.450 3.885
C -0.763 -1.249 4.171
C 0.549 -1.435 4.601
C 0.929 -1.078 5.890
C 0.000 -0.531 6.765
C -1.308 -0.333 6.343
C -1.683 -0.684 5.053
H 1.109 -1.905 1.607
H 0.649 -3.432 2.349
H 0.820 -4.386 0.298
H 1.060 -2.844 -0.478
H -1.701 -4.052 0.103
H -0.824 -4.219 -1.407
H -4.173 -2.104 -3.575
H -4.295 -2.859 -5.906
H -2.279 -3.742 -7.044
H -0.124 -3.832 -5.820
H 0.010 -3.059 -3.495
H -4.302 -0.360 0.043
H -6.578 -0.945 0.772
H -7.460 -3.228 0.388
H -6.047 -4.917 -0.750
H -3.778 -4.329 -1.495
H -4.127 -3.426 1.787
H -5.147 -5.512 2.580
H -3.954 -6.940 4.221
H -1.729 -6.244 5.061
H -0.709 -4.151 4.274
H 1.293 -1.843 3.927
H 1.957 -1.219 6.206
H 0.299 -0.245 7.767
H -2.034 0.113 7.013
H -2.702 -0.500 4.729
C 0.406 4.844 -2.902
N -0.682 4.109 -2.270
C -0.871 2.784 -2.148
S -2.110 2.270 -1.073
N -0.181 1.869 -2.825
C 1.110 2.012 -3.492
H 0.290 5.890 -2.624
H 0.357 4.778 -3.988
H 1.382 4.511 -2.553
H -1.229 4.610 -1.589
H -0.347 0.924 -2.489
H 1.058 2.698 -4.333
H 1.377 1.027 -3.864
H 1.874 2.330 -2.783
C 5.262 -0.538 -1.975
C 4.871 0.608 -1.079
C 4.855 0.428 0.298
C 4.446 1.456 1.136
C 4.065 2.673 0.608
C 4.082 2.869 -0.770
N 3.713 4.109 -1.346
C 3.181 5.202 -0.638
C 3.856 6.424 -0.757
C 3.385 7.577 -0.158
C 2.228 7.535 0.609
C 1.551 6.335 0.731
C 1.989 5.166 0.106
C 1.089 3.960 0.212
O 1.365 2.918 -0.421
O 0.049 4.054 0.923
C 4.481 1.836 -1.627
C 4.485 2.041 -3.119
H 5.631 -1.376 -1.384
H 6.042 -0.256 -2.687
H 4.404 -0.892 -2.555
H 5.147 -0.531 0.713
H 4.400 1.305 2.207
H 3.730 3.465 1.265
H 4.366 4.410 -2.051
H 4.780 6.449 -1.325
H 3.934 8.503 -0.276
H 1.857 8.425 1.101
H 0.638 6.261 1.309
H 3.759 2.798 -3.415
H 4.227 1.121 -3.644
H 5.467 2.359 -3.489
O 1.186 -0.430 -1.813
C 1.320 -0.210 -0.606
O 0.424 0.219 0.198
H 2.321 -0.335 -0.154
*
```

Record 2
The following is a DFT calculation (the ωB97M-V functional and the def2-TZVPD basis) of a molecular structure, C46H50Br2F3LaN6O6S4.

## Properties
Lowest unoccupied orbital energy (alpha / beta), eV: 3.838 / 3.810
E, eV: -262186.66911
Frontier orbital gap (alpha / beta), eV: 5.46 / 4.73

The geometry in ORCA input format:
```
! RIJCOSX wB97M-V def2-TZVPD def2/J DEFGRID3
* xyz -2 1
La 0.831 0.107 0.339
C -1.355 7.146 -1.789
C -0.674 5.879 -1.327
C 0.601 5.902 -0.783
C 1.281 4.724 -0.372
C 2.542 4.845 0.229
N 3.357 3.832 0.654
C 4.469 4.037 1.553
C 4.109 3.747 3.017
C 3.098 4.752 3.600
N 2.044 4.164 4.432
C 1.314 3.189 3.788
C 0.499 2.219 4.351
C 0.146 2.087 5.714
C -0.769 1.124 6.134
C -1.129 0.983 7.594
C -1.350 0.287 5.195
C -0.963 0.310 3.835
C -1.613 -0.573 2.892
N -1.299 -0.777 1.667
C -2.233 -1.583 0.881
C -2.089 -1.312 -0.611
C -2.390 0.126 -1.019
N -1.262 1.048 -0.810
C -1.504 2.251 -1.188
C -0.696 3.442 -1.058
C -1.314 4.659 -1.444
C 0.630 3.436 -0.569
O 1.273 2.348 -0.326
C 0.008 1.231 3.406
O 0.500 1.225 2.222
H -0.813 8.029 -1.442
H -2.379 7.201 -1.413
H -1.400 7.185 -2.882
H 1.113 6.854 -0.661
H 2.949 5.845 0.358
H 2.988 2.887 0.573
H 4.817 5.069 1.444
H 5.276 3.363 1.260
H 5.024 3.718 3.622
H 3.670 2.746 3.039
H 2.589 5.254 2.775
H 3.609 5.519 4.186
H 2.335 3.914 5.367
H 1.381 3.212 2.706
H 0.578 2.769 6.442
H -0.552 1.676 8.209
H -0.922 -0.034 7.943
H -2.191 1.177 7.769
H -2.082 -0.450 5.514
H -2.505 -1.078 3.288
H -3.267 -1.384 1.187
H -2.047 -2.648 1.060
H -2.775 -1.957 -1.157
H -1.074 -1.572 -0.940
H -3.256 0.488 -0.448
H -2.680 0.141 -2.067
H -2.483 2.447 -1.642
H -2.321 4.616 -1.853
Br 3.619 0.422 0.881
C 2.633 -2.842 1.943
Br 1.744 -2.069 -1.265
H 2.983 -2.783 0.916
H 3.062 -3.611 2.596
F -0.548 4.071 -4.628
C 0.787 4.067 -4.744
F 1.053 3.864 -6.068
F 1.210 5.325 -4.477
C 1.483 3.049 -3.897
C 2.688 3.390 -3.302
C 3.427 2.429 -2.640
C 2.909 1.146 -2.583
N 1.725 0.820 -3.087
C 1.013 1.730 -3.759
S -0.503 1.204 -4.488
H 3.036 4.412 -3.365
H 4.363 2.669 -2.153
H 3.464 0.335 -2.126
C -0.632 -4.427 -2.827
S -0.587 -4.429 -1.029
O 0.356 -5.505 -0.600
C -2.231 -5.164 -0.765
C -3.374 -4.769 -1.452
C -4.605 -5.304 -1.091
C -4.699 -6.222 -0.052
C -3.551 -6.619 0.624
C -2.318 -6.090 0.267
H -0.821 -5.441 -3.177
H 0.349 -4.073 -3.143
H -1.401 -3.729 -3.171
H -3.320 -4.055 -2.270
H -5.494 -4.994 -1.627
H -5.664 -6.626 0.232
H -3.617 -7.339 1.432
H -1.407 -6.393 0.770
C 2.944 -0.393 4.384
C 1.872 -1.401 4.703
C 1.437 -1.590 6.009
C 0.462 -2.529 6.314
C -0.094 -3.291 5.301
C 0.322 -3.140 3.980
C -0.269 -4.002 2.891
C 1.305 -2.189 3.692
N 1.747 -2.041 2.348
H 3.244 0.136 5.290
H 2.586 0.336 3.656
H 3.816 -0.865 3.928
H 1.876 -0.987 6.797
H 0.134 -2.666 7.340
H -0.854 -4.033 5.528
H 0.269 -4.950 2.803
H -0.207 -3.516 1.917
H -1.315 -4.229 3.106
O -2.713 -2.479 -3.842
S -2.389 -1.345 -4.701
O -2.131 -1.697 -6.081
O -3.253 -0.194 -4.516
S -0.452 -0.778 -3.900
*
```

Record 3
The following is a DFT calculation (the ωB97M-V functional and the def2-TZVPD basis) of a molecular structure, C46H50F9HfN5OS.

## Properties
Lowest unoccupied orbital energy, eV: -1.070
E, eV: -94621.19283
Frontier orbital gap, eV: 5.78

The geometry in ORCA input format:
```
! RIJCOSX wB97M-V def2-TZVPD def2/J DEFGRID3
* xyz 0 1
Hf 0.124 0.384 0.282
C -4.972 3.662 1.577
C -5.202 2.664 0.439
C -3.918 2.209 -0.180
C -3.357 2.619 -1.345
C -3.923 3.562 -2.360
C -4.696 2.840 -3.467
C -2.115 1.900 -1.484
C -1.322 1.937 -2.608
C -0.217 1.142 -2.850
C 0.514 1.136 -4.090
C 0.213 2.012 -5.267
C -0.929 1.479 -6.137
C 1.465 0.173 -3.975
C 1.313 -0.396 -2.660
C 2.053 -1.454 -2.179
C 1.898 -2.059 -0.946
N 1.021 -1.650 0.027
C 1.154 -2.551 1.053
C 0.302 -2.640 2.141
C -0.858 -1.918 2.329
N -1.266 -0.858 1.556
C -2.495 -0.504 2.041
C -3.283 0.510 1.533
C -3.013 1.248 0.400
N -1.895 1.100 -0.384
C -2.876 -1.359 3.140
C -1.866 -2.246 3.309
C -1.761 -3.338 4.329
C -0.933 -2.918 5.547
C -4.175 -1.287 3.883
C -5.326 -1.976 3.145
C 2.193 -3.500 0.752
C 2.638 -3.206 -0.501
C 3.718 -3.893 -1.278
C 5.073 -3.194 -1.133
C 2.600 -4.650 1.621
C 1.724 -5.888 1.410
N 0.297 0.224 -1.972
C 2.457 -0.280 -5.000
C 1.999 -1.518 -5.776
H -5.915 3.973 2.029
H -4.462 4.553 1.206
H -4.343 3.231 2.358
H -5.831 3.120 -0.328
H -5.764 1.802 0.808
H -3.118 4.158 -2.797
H -4.580 4.276 -1.858
H -4.053 2.131 -3.992
H -5.093 3.545 -4.199
H -5.531 2.275 -3.049
H -1.621 2.615 -3.396
H 1.116 2.117 -5.871
H -0.027 3.019 -4.919
H -0.679 0.501 -6.550
H -1.141 2.154 -6.967
H -1.844 1.361 -5.553
H 2.805 -1.868 -2.838
H 0.505 -3.428 2.855
H -4.225 0.700 2.032
H -1.323 -4.231 3.874
H -2.763 -3.631 4.646
H 0.074 -2.619 5.251
H -0.852 -3.733 6.268
H -1.388 -2.061 6.046
H -4.432 -0.242 4.075
H -4.046 -1.744 4.866
H -5.493 -1.520 2.167
H -6.255 -1.914 3.713
H -5.098 -3.030 2.978
H 3.444 -3.937 -2.334
H 3.799 -4.931 -0.948
H 5.020 -2.166 -1.501
H 5.852 -3.713 -1.694
H 5.377 -3.153 -0.085
H 2.565 -4.348 2.671
H 3.644 -4.900 1.419
H 0.677 -5.661 1.617
H 2.032 -6.708 2.061
H 1.784 -6.233 0.376
H 3.417 -0.482 -4.518
H 2.643 0.537 -5.700
H 1.817 -2.360 -5.104
H 2.746 -1.824 -6.510
H 1.065 -1.319 -6.304
F 3.159 5.141 -0.615
C 3.578 4.241 -1.518
F 2.765 4.337 -2.583
F 4.797 4.643 -1.929
C 3.621 2.843 -0.965
C 4.818 2.165 -0.894
C 4.860 0.865 -0.394
C 3.664 0.280 -0.045
N 2.500 0.919 -0.139
C 2.443 2.208 -0.516
S 0.879 2.920 -0.360
H 5.725 2.652 -1.225
H 5.790 0.324 -0.293
H 3.623 -0.737 0.329
C 2.463 2.203 3.319
C 1.077 1.577 3.189
O 1.022 0.789 2.074
C 0.820 0.694 4.430
F 1.099 1.331 5.579
F -0.448 0.272 4.505
F 1.602 -0.396 4.385
C -0.015 2.704 3.130
F 0.486 3.873 2.726
F -0.992 2.368 2.268
F -0.604 2.922 4.317
H 3.192 1.403 3.443
H 2.533 2.890 4.162
H 2.681 2.742 2.398
*
```

Record 4
The following is a DFT calculation (the ωB97M-V functional and the def2-TZVPD basis) of a molecular structure, C46H50N6O3PW.

## Properties
Lowest unoccupied orbital energy (alpha / beta), eV: -10.513 / -10.515
E, eV: -74683.20770
Frontier orbital gap (alpha / beta), eV: 4.87 / 4.87

The geometry in ORCA input format:
```
! RIJCOSX wB97M-V def2-TZVPD def2/J DEFGRID3
* xyz 3 1
W 0.379 0.617 -0.215
C 2.481 -3.505 -0.260
C 1.654 -3.027 -1.453
C 1.926 -1.619 -2.009
N 2.015 -0.513 -1.037
C 3.270 -0.187 -0.603
C 4.431 -0.899 -0.961
C 5.751 -0.810 -0.553
C 6.326 0.003 0.412
C 5.691 1.026 1.092
C 4.395 1.498 0.946
C 3.298 1.028 0.206
N 2.111 1.704 0.190
C 2.131 3.063 0.753
C 0.793 3.777 0.593
C -0.263 3.154 1.526
N -0.108 1.691 1.536
C 0.146 1.119 2.732
C -0.359 1.634 3.940
C -0.046 1.342 5.251
C 0.944 0.497 5.738
C 1.717 -0.381 4.997
C 1.621 -0.710 3.651
C 0.870 -0.138 2.618
N 0.802 -0.697 1.371
C 0.963 -2.167 1.346
C 2.381 -2.686 1.035
H 3.530 -3.585 -0.542
H 2.140 -4.518 -0.044
H 0.589 -3.118 -1.220
H 1.842 -3.724 -2.271
H 1.095 -1.402 -2.678
H 2.816 -1.638 -2.640
H 4.286 -1.705 -1.662
H 6.421 -1.511 -1.034
H 7.372 -0.160 0.628
H 6.300 1.569 1.803
H 4.207 2.379 1.541
H 2.914 3.645 0.250
H 2.355 3.026 1.830
H 0.474 3.762 -0.453
H 0.922 4.827 0.864
H -1.265 3.463 1.208
H -0.087 3.548 2.531
H -1.137 2.376 3.816
H -0.611 1.892 5.993
H 1.115 0.520 6.804
H 2.465 -0.935 5.549
H 2.285 -1.503 3.336
H 0.253 -2.539 0.593
H 0.645 -2.575 2.312
H 2.712 -3.342 1.842
H 3.076 -1.846 1.017
C 1.573 2.247 -3.017
C 0.900 1.443 -4.130
C 1.866 0.430 -4.765
C -0.459 0.870 -3.679
C -1.150 0.080 -4.804
O -1.790 -0.987 -4.119
C -1.398 -0.994 -2.866
N -0.562 -0.063 -2.492
C -2.008 -2.087 -2.096
C -2.302 -3.247 -2.820
C -3.046 -4.268 -2.256
C -3.516 -4.135 -0.959
C -3.209 -3.002 -0.219
C -2.464 -1.961 -0.769
P -2.047 -0.489 0.246
C -2.830 -0.871 1.866
C -2.087 -1.337 2.947
C -2.688 -1.593 4.168
C -4.047 -1.379 4.330
C -4.803 -0.948 3.250
C -4.210 -0.704 2.024
C -3.176 0.857 -0.282
C -3.348 1.898 0.631
C -4.059 3.029 0.261
C -4.726 3.066 -0.966
C -4.603 2.010 -1.850
C -3.782 0.934 -1.538
H 2.456 2.743 -3.416
H 1.881 1.582 -2.196
H 0.905 3.026 -2.651
H 0.622 2.161 -4.910
H 1.642 -0.597 -4.497
H 2.886 0.647 -4.462
H 1.835 0.501 -5.848
H -1.094 1.728 -3.421
H -0.455 -0.344 -5.535
H -1.903 0.670 -5.327
H -1.948 -3.331 -3.835
H -3.274 -5.145 -2.838
H -4.133 -4.905 -0.522
H -3.576 -2.928 0.794
H -1.031 -1.511 2.847
H -2.089 -1.960 4.987
H -4.519 -1.553 5.284
H -5.866 -0.802 3.364
H -4.826 -0.380 1.198
H -2.909 1.825 1.618
H -4.133 3.870 0.934
H -5.340 3.916 -1.220
H -5.130 2.023 -2.793
H -3.670 0.119 -2.241
O -2.097 3.562 -1.041
N -1.656 2.621 -1.629
O -0.643 1.942 -0.955
*
```

no.,F_max (Eh/bohr)
1,0.0138
2,0.0319
3,0.0198
4,0.0854